A molecular structure, C40H38AsErN3O2PS7, computed with wB97M-V/def2-TZVPD.

The geometry in XYZ format:
```
93
Properties=species:S:1:pos:R:3:forces:R:3
Er 0.968730 -0.401812 0.729177 -0.37 -0.13 -0.25
C -0.027525 0.871843 -5.534925 -0.05 0.01 -0.06
C -0.267154 -0.220352 -4.497263 -0.06 0.07 0.03
S 0.049904 0.227716 -2.780690 0.15 0.05 -0.10
C 1.830487 0.574395 -2.886871 -0.10 0.18 -0.10
C 2.272180 2.037922 -3.015075 -0.09 -0.02 0.02
S 1.362789 3.332374 -2.129947 0.09 -0.11 0.02
C -0.215026 3.486983 -3.012220 0.11 0.03 -0.10
C -0.116847 3.545622 -4.543304 -0.04 -0.05 0.01
S -1.111704 2.330407 -5.467261 0.04 -0.01 0.12
H -0.193333 0.448023 -6.530266 0.05 0.01 0.03
H 1.006677 1.222057 -5.505337 -0.03 -0.05 -0.01
H 0.358009 -1.083987 -4.739784 -0.05 0.00 -0.05
H -1.311702 -0.538005 -4.519389 0.03 -0.01 -0.04
H 2.220321 -0.007075 -3.727582 0.06 0.00 0.08
H 2.286497 0.151002 -1.999682 0.08 -0.10 0.25
H 2.372736 2.323982 -4.061682 0.00 0.03 -0.06
H 3.264828 2.129498 -2.570101 0.07 -0.04 -0.05
H -0.622481 4.418641 -2.618594 -0.04 0.03 -0.02
H -0.859670 2.677942 -2.701180 -0.17 -0.07 0.00
H 0.907628 3.431646 -4.893722 0.02 0.07 0.03
H -0.458063 4.514180 -4.910500 -0.03 -0.01 0.00
S 4.967870 -1.893751 2.894710 -0.18 -0.09 -0.18
As 3.453055 -0.430738 2.602519 1.09 0.15 0.72
S 3.476183 0.212954 0.429597 0.06 0.04 0.03
S 1.438910 -1.287877 3.066374 0.08 0.17 -0.05
S 3.761263 1.298359 3.814216 -0.12 -0.05 -0.05
C 3.735982 -2.321719 -4.507007 -0.05 -0.02 0.07
C 2.463228 -2.808704 -4.229853 0.06 -0.02 0.13
C 2.071560 -3.059604 -2.913551 0.03 0.03 -0.11
C 2.958473 -2.850049 -1.859412 0.04 0.03 0.05
C 4.226033 -2.332124 -2.147456 0.06 0.03 -0.02
C 4.615772 -2.075033 -3.455774 -0.08 -0.02 0.03
P 2.607205 -3.182655 -0.071263 0.09 -0.35 -0.20
C 3.556993 -4.768090 0.080823 -0.11 -0.06 -0.03
C 3.722177 -5.685379 -0.962163 0.04 -0.03 0.07
C 4.415644 -6.874272 -0.765035 -0.02 0.08 0.07
C 4.957165 -7.164739 0.484491 -0.05 0.09 -0.02
C 4.799845 -6.260381 1.526967 -0.04 0.06 -0.02
C 4.106286 -5.067627 1.327197 0.03 -0.05 0.06
C 0.860505 -3.684224 -0.138226 -0.06 -0.11 -0.15
C 0.375238 -4.985743 -0.257693 -0.12 0.00 -0.03
C -0.998666 -5.200135 -0.344834 0.14 0.12 0.02
C -1.857001 -4.104952 -0.334532 0.09 -0.03 0.01
C -1.343118 -2.815227 -0.218139 -0.15 0.09 -0.05
C 0.027192 -2.547016 -0.090196 0.10 -0.03 -0.05
H 4.037530 -2.125160 -5.532021 -0.03 -0.02 0.07
H 1.772644 -3.008601 -5.042228 -0.01 0.01 0.01
H 1.069950 -3.421164 -2.704840 0.04 -0.01 0.00
H 4.904490 -2.123633 -1.323926 -0.05 0.01 -0.06
H 5.603492 -1.673747 -3.656468 -0.04 -0.02 0.02
H 3.305867 -5.468502 -1.939490 0.00 0.02 0.00
H 4.533791 -7.574779 -1.585988 0.00 0.04 0.03
H 5.507522 -8.087759 0.637495 -0.03 0.04 0.00
H 5.230157 -6.470313 2.502211 -0.04 0.03 -0.09
H 4.018299 -4.339082 2.130070 0.02 -0.04 -0.05
H 1.059676 -5.828723 -0.277676 -0.03 0.02 0.00
H -1.393270 -6.207404 -0.421832 0.01 -0.01 0.00
H -2.931114 -4.259833 -0.400101 0.04 0.01 -0.01
H -2.045273 -1.982826 -0.207819 0.03 -0.02 0.01
C -8.485909 2.129569 5.499003 0.07 -0.08 0.03
O -7.102224 1.923023 5.685163 -0.34 -0.12 0.11
C -6.271085 2.815539 5.077236 0.14 0.12 -0.08
C -4.905340 2.616303 5.272968 0.14 -0.01 -0.02
C -3.987474 3.459213 4.683917 0.18 0.07 -0.04
C -4.408341 4.537446 3.894471 -0.05 -0.01 -0.15
C -5.763774 4.747379 3.743539 -0.22 0.01 -0.05
C -6.705004 3.882409 4.310919 0.08 0.23 -0.13
N -3.505000 5.555462 3.413481 0.25 -0.39 0.36
N -2.451325 5.279944 2.803611 -0.25 0.02 -0.48
C -2.167314 4.030722 2.201445 0.22 -0.08 0.25
C -3.094186 3.188740 1.608138 -0.02 0.17 0.08
C -2.720899 2.026082 0.943893 0.05 -0.03 -0.07
C -1.382399 1.623272 0.876693 -0.23 0.11 0.05
O -1.003085 0.523306 0.329225 -0.10 -0.08 0.03
C -0.397221 2.511712 1.443818 -0.21 -0.08 -0.05
N 0.894645 2.108328 1.312612 -0.35 -0.28 -0.04
C 1.845196 2.882022 1.757892 0.09 0.20 0.06
C 1.566156 4.117358 2.387946 0.09 0.02 0.01
C 0.276728 4.521853 2.550296 -0.07 -0.02 0.03
C -0.778031 3.704022 2.065029 0.03 0.28 0.09
H -8.994344 1.340051 6.043575 0.01 -0.06 0.04
H -8.762932 2.070168 4.443759 0.01 -0.02 -0.06
H -8.805451 3.098233 5.891123 0.01 0.05 0.04
H -4.580184 1.782471 5.885874 -0.02 0.07 -0.06
H -2.927845 3.287900 4.831066 -0.02 -0.01 -0.02
H -6.092868 5.602834 3.163080 -0.02 -0.04 0.04
H -7.759124 4.071805 4.156403 0.08 0.01 -0.02
H -4.138716 3.463703 1.622883 -0.10 -0.01 0.05
H -3.463084 1.397991 0.466600 0.00 0.01 0.04
H 2.857244 2.527365 1.635761 0.06 0.03 -0.01
H 2.394028 4.708676 2.760301 -0.04 -0.04 -0.03
H 0.030345 5.452394 3.045365 0.03 -0.01 -0.02
```
Forces are in eV/Å.

Values from the calculation:
Highest occupied orbital energy (alpha / beta) ... -0.06168 / -0.06170 Eh
Spin multiplicity ... 4
E ... -224262.9801 eV
HOMO-LUMO gap (alpha / beta) ... 5.06 / 5.07 eV
M ... 1090.388 g/mol
Charge ... -2
⟨S²⟩ ... 3.752

15 unconnected molecules or ions with the total composition C4H40N3O14, computed with wB97M-V/def2-TZVPD.

The geometry in XYZ format:
```
61
Properties=species:S:1:pos:R:3:forces:R:3
C 0.645873 -0.731186 0.721762 -0.19 -1.89 -3.91
C 0.479535 0.602499 0.040444 1.77 1.42 2.70
C 1.198680 0.783630 -1.297144 -0.44 1.13 0.11
N 0.884950 2.154615 -1.711955 0.47 -2.33 -1.00
C -0.073091 2.299804 -2.686655 -3.03 2.14 -3.27
N -1.148511 1.454008 -2.998803 0.63 3.15 1.62
N -0.130820 3.404525 -3.477685 -0.18 -2.05 1.06
H 1.643802 -1.105258 0.942069 0.25 0.47 -0.51
H 0.100854 -1.430451 0.036268 0.80 -0.18 0.54
H 0.147761 -0.848690 1.599531 -1.68 0.57 2.72
H -0.470632 1.021471 -0.063976 -2.28 -0.67 -0.59
H 0.749892 1.318844 0.842764 0.98 0.22 -0.67
H 2.234141 0.481435 -1.363831 0.84 0.89 0.67
H 0.833118 0.190609 -2.063692 -1.31 -1.59 -1.24
H 1.434547 2.902886 -1.260100 0.55 1.05 0.62
H -1.182254 0.521586 -2.727365 0.47 -2.15 0.66
H -2.030097 1.952544 -2.753340 0.51 -0.30 -0.52
H -0.902316 3.484032 -4.210443 1.61 -0.21 1.26
H 0.629245 4.055722 -3.455009 0.07 0.85 0.05
H -2.429890 4.073955 -0.116022 0.17 -0.29 -0.04
H -1.509746 2.770143 0.038521 -1.54 2.78 -1.85
O -1.815142 3.528833 -0.636874 1.34 -2.71 1.89
H -1.230923 0.964438 4.664771 0.68 0.70 0.44
H 0.031959 1.658286 5.216257 -0.97 0.00 -0.06
O -0.902739 1.835817 4.983061 0.39 -0.26 -0.49
H 3.085236 2.347574 -0.175259 0.08 1.29 0.75
H 2.382652 3.416595 0.851777 1.06 -0.70 -1.71
O 2.832085 3.299349 -0.078658 -1.37 -0.79 0.54
H 3.242407 -2.021744 -3.860460 -1.92 2.40 2.07
H 3.381504 -1.314389 -2.541558 2.04 0.07 2.43
O 2.750088 -1.333334 -3.202554 -0.09 -2.57 -4.51
H -3.178659 -1.377243 -1.746517 0.35 -0.10 0.92
H -4.047040 -2.647795 -1.638454 -0.34 -0.99 1.59
O -3.827239 -1.918593 -2.169458 -0.25 1.28 -2.67
H 0.717829 -1.311956 -4.064445 1.12 -0.30 0.10
H -0.670169 -1.160366 -4.555938 -0.87 -0.14 -0.80
O -0.139436 -1.019471 -3.787049 -0.23 0.40 0.81
H -2.703692 -3.704676 -0.661750 0.35 0.11 1.15
H -3.016336 -3.516746 0.921791 0.03 -0.18 -0.86
O -2.756755 -3.069236 0.097287 0.10 -0.19 -0.07
H -0.195759 -1.618141 4.264819 -1.79 2.20 1.23
H -1.683595 -1.244091 4.618604 0.24 -0.05 0.19
O -0.795827 -0.854452 4.649702 1.45 -2.69 -1.51
H -0.857395 -3.174044 2.052656 1.36 -1.76 0.83
H 0.571015 -3.733200 1.901892 0.17 -0.30 -0.04
O -0.208284 -3.852332 2.454566 -1.53 2.14 -0.87
H -3.503237 2.033499 3.002759 1.13 0.61 -1.61
H -2.123730 2.725679 2.911104 -1.37 -0.78 -1.15
O -2.843521 2.346736 2.302060 0.48 0.19 2.75
H 1.857792 -3.236406 -0.727756 2.89 -0.38 1.31
H 3.103220 -2.684031 0.196801 -0.54 -0.64 -0.55
O 2.802289 -3.444520 -0.343645 -2.33 1.04 -0.78
H 3.170464 -0.811361 3.421115 -0.04 0.84 0.75
H 3.014687 0.386941 4.453838 0.50 -0.15 1.43
O 2.865515 0.103949 3.573586 -0.43 -0.61 -2.22
H -2.695175 -3.873406 -2.921025 0.21 -0.38 0.28
H -1.203696 -4.319209 -2.900004 -2.61 -0.62 1.62
O -2.108084 -4.463272 -2.403692 2.26 1.08 -1.89
H 1.483499 3.043409 3.114290 -0.11 0.16 0.47
H 2.382887 2.015118 2.443219 1.85 -1.96 0.96
O 1.726278 2.641076 2.283802 -1.77 1.78 -1.16
```
Forces are in eV/Å.

Values from the calculation:
Highest occupied orbital energy (alpha / beta) ... -0.57230 / -0.57230 Eh
Spin multiplicity ... 2
Energy relative to the best compared isomer or geometry (same formula, charge and spin) ... 62.6 kcal per mole
E ... -37912.5464 eV
HOMO-LUMO gap (alpha / beta) ... 7.98 / 3.15 eV
M ... 354.371 g/mol
Charge ... +2
⟨S²⟩ ... 0.761

A single C5H8O2 molecule, computed with wB97M-V/def2-TZVPD.

The geometry in XYZ format:
```
15
Properties=species:S:1:pos:R:3:forces:R:3
C 0.891610 -1.494920 0.368574 -0.02 0.06 -0.02
C -0.343171 -0.689580 0.673904 0.11 0.24 0.00
O -1.331525 -1.533269 1.114155 -0.18 -0.04 0.24
C -0.622203 0.628017 0.671010 -0.17 -0.24 -0.03
C -0.240725 1.658197 -0.365024 0.06 0.01 -0.14
C 0.662211 0.975028 -1.354237 0.00 -0.05 -0.23
O 0.329203 0.584879 -2.447105 0.19 0.28 0.44
H 0.926701 -2.253608 1.159050 0.06 0.07 -0.13
H 0.832269 -2.032867 -0.584126 -0.07 0.16 0.10
H 1.822365 -0.924459 0.411375 -0.27 -0.02 -0.04
H -2.151009 -1.093274 0.850338 0.01 -0.31 0.37
H -1.471164 0.908707 1.293852 -0.16 -0.07 -0.29
H 1.668532 0.755659 -0.943389 0.08 0.11 -0.32
H -1.180341 1.927286 -0.867017 0.28 0.05 -0.05
H 0.207247 2.584203 0.018640 0.08 -0.25 0.09
```
Forces are in eV/Å.

Values from the calculation:
Highest occupied orbital energy ... -0.32258 Eh
Energy relative to the best compared isomer or geometry (same formula, charge and spin) ... 41.0 kcal per mole
E ... -9408.0544 eV
Structure (SMILES) ... C/C(O)=C\CC=O
HOMO-LUMO gap ... 9.61 eV
M ... 100.117 g/mol
Charge ... 0